C3H6N2O | ωB97M-V/def2-TZVPD

Summary:
highest occupied orbital energy (alpha / beta): -0.2973 / -0.2974 hartree
Kohn-Sham gap (alpha / beta): 0.3206 / 0.3207 hartree
charge: 0
DFT total energy: -302.46022 Ha
relative energy (zero: lowest compared OMol25 entry of this formula, charge and spin): 146.1 kcal per mole

Atoms and positions in Å:
C: 0.661 -0.860 1.508
C: 0.541 -0.295 0.070
C: -0.529 -1.029 -0.714
N: -0.253 -0.252 2.000
N: 0.010 1.822 -0.735
O: 0.958 0.945 -0.135
H: 1.449 -1.443 1.861
H: -0.289 -1.162 -1.740
H: -1.375 -0.401 -0.728
H: -0.642 -1.942 -0.066
H: 0.305 2.692 -1.127
H: -0.837 1.926 -0.194